1.
Formula: C2H4N2O2
Source: the Open Molecules 2025 dataset
Level of theory: ωB97M-V/def2-TZVPD

Output
- LUMO level: 0.46 eV
- HOMO level: -9.641 eV
- Relative energy (zero: lowest compared OMol25 entry of this formula, charge and spin): 4.5626 eV
- Net charge: 0
- SMILES: CC#N.O=NO

Last column: Mulliken charge in e.
Geometry (Å):
C1 0.49 -0.58 0.89  0.3059
C2 -0.01 0.08 2.08  -0.6997
N1 0.85 -1.05 -0.06  -0.4606
N2 -0.90 0.19 -2.54  0.1685
O1 0.41 -0.01 -2.48  -0.3709
O2 -1.25 1.24 -3.04  -0.3369
H1 0.68 -0.60 -1.69  0.5776
H2 0.83 0.32 2.71  0.2795
H3 -0.75 -0.59 2.47  0.2785
H4 -0.33 1.01 1.66  0.2580

2.
Formula: C4H5NO2
Source: the Open Molecules 2025 dataset
Level of theory: ωB97M-V/def2-TZVPD

Output
- LUMO level (spin up / spin down): -0.97 / -0.96 eV
- HOMO level (spin up / spin down): -9.545 / -9.547 eV
- Relative energy (zero: lowest compared OMol25 entry of this formula, charge and spin): 3.9977 eV
- Net charge: 0

Last column: Mulliken charge in e.
Geometry (Å):
O1 -2.42 -1.17 1.52  -0.4275
C1 -1.52 -1.56 0.83  -0.0967
C2 -0.35 -0.69 0.37  0.7837
O2 0.78 -1.20 0.45  -0.6136
N1 -0.67 0.53 -0.03  -0.5045
C3 0.28 1.16 -0.99  -0.2656
C4 1.38 0.94 -0.11  -0.1940
H1 -1.41 -2.62 0.53  0.3024
H2 -0.04 2.19 -1.13  0.2621
H3 0.35 0.63 -1.95  0.2368
H4 2.21 0.29 -0.32  0.2327
H5 1.41 1.51 0.82  0.2842

| no. | energy (a.u.) |
| --- | --- |
| 1 | -338.4855 |
| 2 | -360.5225 |